(1)
Density functional theory data (ωB97M-V/def2-TZVPD) for a 11-piece molecular cluster, C10H42N20O11 overall at a distorted geometry.

The geometry in XYZ format:
```
83
C10H42N20O11 ωB97M-V/def2-TZVPD
O -0.09 -2.73 1.95
H 0.73 -2.61 2.43
H -0.62 -3.28 2.53
C 2.29 4.56 -1.98
O 1.89 3.57 -1.40
N 1.77 5.70 -1.81
N 3.44 4.64 -2.63
H 2.20 6.57 -2.09
H 0.93 5.63 -1.25
H 3.86 3.73 -2.54
H 3.72 5.31 -3.34
C 3.64 -3.03 -0.37
O 3.50 -2.44 -1.47
N 2.96 -2.71 0.69
N 4.46 -4.09 -0.17
H 2.92 -3.19 1.58
H 2.28 -1.98 0.52
H 4.73 -4.34 0.77
H 5.19 -4.35 -0.82
C -3.17 2.84 1.28
O -2.99 3.74 2.12
N -3.77 1.75 1.50
N -2.90 2.93 0.01
H -4.20 1.50 2.38
H -3.88 1.18 0.67
H -3.21 2.13 -0.52
H -2.62 3.83 -0.35
C 2.28 -1.05 4.84
O 1.03 -0.96 4.90
N 3.07 -1.29 5.82
N 2.90 -0.95 3.71
H 4.07 -1.25 5.65
H 2.76 -1.42 6.77
H 3.90 -1.00 3.83
H 2.46 -0.66 2.84
C -0.41 -4.42 -1.61
O 0.02 -5.06 -2.58
N 0.34 -3.54 -1.00
N -1.52 -4.66 -0.99
H 1.29 -3.53 -1.34
H 0.04 -3.22 -0.09
H -2.11 -5.33 -1.45
H -1.89 -4.10 -0.23
C -3.70 -2.65 2.09
O -3.52 -3.34 1.13
N -4.08 -2.79 3.29
N -3.59 -1.36 1.94
H -3.91 -3.73 3.63
H -3.92 -2.02 3.93
H -3.58 -1.21 0.94
H -3.61 -0.65 2.66
C 4.63 1.93 -0.84
O 5.80 1.63 -0.72
N 4.03 1.87 -1.99
N 3.76 2.21 0.11
H 4.52 1.50 -2.79
H 3.04 2.07 -2.00
H 4.01 2.15 1.09
H 2.84 2.58 -0.06
C -3.55 -0.59 -1.77
O -2.69 -0.03 -1.08
N -4.66 -0.05 -2.22
N -3.48 -1.81 -2.13
H -5.13 0.73 -1.77
H -5.22 -0.66 -2.79
H -2.68 -2.29 -1.75
H -4.17 -2.30 -2.69
C -1.33 2.65 -3.08
O -0.38 1.81 -2.92
N -2.64 2.35 -3.12
N -1.23 3.90 -3.16
H -2.87 1.38 -2.98
H -3.36 3.04 -3.27
H -1.96 4.55 -3.40
H -0.33 4.31 -2.93
C 0.57 0.22 0.57
O 1.45 -0.18 1.26
N 0.61 1.18 -0.23
N -0.55 -0.41 0.50
H 1.51 1.63 -0.20
H -0.19 1.40 -0.80
H -1.32 -0.07 -0.07
H -0.41 -1.34 0.86
```

Results
* HOMO energy (alpha / beta): -11.43 / -11.43 eV
* spin multiplicity: 2
* Kohn-Sham gap (alpha / beta): 9.04 / 3.87 eV
* electronic energy: -63372.6562 eV
* charge: +1



(2)
Density functional theory data (ωB97M-V/def2-TZVPD) for a 2-piece molecular cluster, C2HClN2O2 overall at a distorted geometry.

The geometry in XYZ format:
```
8
C2HClN2O2 ωB97M-V/def2-TZVPD
O -0.20 2.25 -0.07
C -0.53 1.09 -0.02
N -1.61 0.41 0.14
O -2.20 -0.58 -0.24
H 0.20 0.27 0.31
N 0.65 -1.78 0.35
C 0.24 -2.86 0.33
Cl -0.36 -4.34 0.36
```

Results
* HOMO energy (alpha / beta): -9.39 / -9.40 eV
* structure (SMILES): O=CN=O.N#CCl
* Kohn-Sham gap (alpha / beta): 8.10 / 8.10 eV
* electronic energy: -21682.4198 eV



(3)
Density functional theory data (ωB97M-V/def2-TZVPD) for a 2-piece molecular cluster, C16H26Br2N4O4 overall at a distorted geometry.

The geometry in XYZ format:
```
52
C16H26Br2N4O4 ωB97M-V/def2-TZVPD
O -0.73 4.30 -2.19
C -1.59 5.12 -1.86
N -2.52 4.81 -0.90
C -2.77 3.46 -0.38
C -1.95 3.14 0.88
C -0.51 2.75 0.56
O 0.09 2.13 1.70
C -1.64 6.40 -2.55
C -2.68 7.31 -2.59
C -2.28 8.40 -3.46
Br -3.36 9.92 -3.91
C -1.01 8.14 -3.90
Br 0.03 9.24 -5.07
N -0.63 6.92 -3.36
H -3.19 5.54 -0.67
H -3.83 3.38 -0.13
H -2.57 2.71 -1.15
H -1.96 3.99 1.57
H -2.43 2.29 1.39
H -0.48 2.05 -0.28
H 0.06 3.64 0.28
H -0.27 1.23 1.84
H -3.64 7.22 -2.10
H 0.26 6.44 -3.54
C 2.24 -2.77 -1.38
N 1.67 -2.07 -0.23
C 1.25 -2.61 0.93
O 0.89 -1.86 1.82
C 1.31 -4.14 1.11
N 2.70 -4.55 1.40
C 3.35 -5.63 0.96
C 2.66 -6.61 0.03
O 4.51 -5.83 1.30
C 0.33 -4.75 2.14
C 0.77 -4.65 3.61
C -1.11 -4.21 2.02
H 1.50 -3.43 -1.83
H 3.11 -3.35 -1.08
H 2.55 -2.04 -2.13
H 1.62 -1.06 -0.26
H 1.01 -4.56 0.15
H 3.23 -3.96 2.03
H 2.41 -6.10 -0.90
H 3.35 -7.43 -0.18
H 1.77 -7.00 0.51
H 0.27 -5.81 1.92
H 0.91 -3.60 3.89
H 1.71 -5.19 3.76
H 0.01 -5.09 4.25
H -1.42 -4.21 0.98
H -1.17 -3.19 2.42
H -1.78 -4.84 2.60
```

Results
* HOMO energy: -8.89 eV
* structure (SMILES): O=C(NCCCO)c1cc(Br)c(Br)[nH]1.CNC(=O)[C@@H](NC(C)=O)C(C)C
* Kohn-Sham gap: 9.36 eV
* electronic energy: -171250.0337 eV



(4)
Density functional theory data (ωB97M-V/def2-TZVPD) for C28H26F3NO5PPd as an isolated structure at a distorted geometry.

The geometry in XYZ format:
```
65
C28H26F3NO5PPd ωB97M-V/def2-TZVPD
Pd 0.77 -0.36 0.61
O 0.23 1.14 -1.10
C -0.81 1.84 -1.77
C -1.90 0.89 -2.22
N -2.81 0.43 -1.12
C -3.42 1.25 -0.37
C -1.79 1.93 3.11
O -2.32 2.46 3.98
O -1.28 1.38 2.22
C -2.91 -1.04 -0.88
C -1.49 -1.37 -0.36
O -1.24 -1.18 0.86
O -0.67 -1.55 -1.27
H 1.05 1.66 -1.12
H -0.43 2.33 -2.66
H -1.22 2.62 -1.11
H -1.45 -0.02 -2.63
H -2.54 1.37 -2.97
H -4.04 0.87 0.43
H -3.28 2.31 -0.51
H -3.13 -1.54 -1.81
H -3.69 -1.19 -0.14
F 9.13 2.66 -2.37
C 9.12 1.61 -1.53
F 9.84 1.97 -0.45
F 9.77 0.60 -2.13
C 7.71 1.24 -1.15
C 6.98 2.13 -0.37
C 5.67 1.82 -0.02
C 5.09 0.62 -0.45
C 5.84 -0.26 -1.22
C 7.15 0.04 -1.57
C 3.74 0.30 -0.08
C 2.60 0.03 0.22
H 7.42 3.05 -0.04
H 5.10 2.50 0.58
H 5.39 -1.19 -1.55
H 7.73 -0.64 -2.17
C 3.26 -0.93 3.01
P 1.63 -1.33 2.36
C 1.64 -3.12 2.12
C 1.64 -3.97 3.23
C 1.72 -5.34 3.05
C 1.80 -5.87 1.76
C 1.81 -5.02 0.66
C 1.73 -3.65 0.84
C 0.49 -0.99 3.72
C 0.74 0.07 4.59
C -0.18 0.40 5.57
C -1.36 -0.33 5.70
C -1.61 -1.39 4.84
C -0.69 -1.72 3.85
H 3.37 -1.37 4.00
H 3.41 0.15 3.06
H 4.01 -1.34 2.34
H 1.57 -3.56 4.23
H 1.71 -6.00 3.90
H 1.86 -6.94 1.62
H 1.87 -5.43 -0.34
H 1.71 -2.99 -0.02
H 1.65 0.65 4.50
H 0.02 1.22 6.25
H -2.07 -0.08 6.47
H -2.51 -1.98 4.95
H -0.89 -2.54 3.17
```

Results
* HOMO energy: -10.71 eV
* Kohn-Sham gap: 6.57 eV
* electronic energy: -62100.6661 eV
* charge: +1



(5)
Density functional theory data (ωB97M-V/def2-TZVPD) for C29H46P2Sn as an isolated structure at a distorted geometry.

The geometry in XYZ format:
```
78
C29H46P2Sn ωB97M-V/def2-TZVPD
Sn -0.25 0.95 -0.97
C -0.88 -2.12 1.12
C 0.43 -2.39 0.62
C 0.62 -0.86 2.33
C -0.76 -1.18 2.18
C 1.35 -1.61 1.37
C -2.15 -2.70 0.63
H -2.07 -2.99 -0.43
H -2.98 -1.99 0.74
H -2.41 -3.61 1.20
C -1.86 -0.62 2.99
H -2.79 -1.17 2.81
H -2.04 0.44 2.75
H -1.62 -0.68 4.06
C 1.17 0.09 3.31
H 0.91 -0.21 4.33
H 0.77 1.11 3.16
H 2.26 0.14 3.24
C 2.82 -1.59 1.19
H 3.31 -2.29 1.88
H 3.22 -0.59 1.40
H 3.10 -1.87 0.17
C 0.77 -3.34 -0.45
H 1.02 -4.34 -0.05
H 1.64 -3.00 -1.03
H -0.07 -3.48 -1.15
C -1.50 1.63 -5.91
C -1.70 0.29 -5.89
C -1.04 -0.66 -6.84
C 0.42 -0.33 -7.23
C 1.26 0.17 -6.10
C 1.51 1.47 -5.85
C 0.79 2.62 -6.49
C -0.67 2.36 -6.92
H -1.63 -0.73 -7.78
H 0.44 0.34 -8.11
H -1.06 -1.68 -6.41
H -0.71 1.87 -7.91
H -2.10 2.29 -5.29
H -2.58 -0.13 -5.39
H -1.14 3.34 -7.08
H 0.80 3.49 -5.81
H 2.39 1.77 -5.28
H 1.35 2.95 -7.39
H 0.87 -1.27 -7.59
H 1.85 -0.62 -5.63
P -1.71 0.80 -2.99
C -3.23 1.72 -2.95
C -1.69 -1.01 -3.09
P 1.55 1.37 -2.66
C -0.07 1.49 -3.61
C 2.37 -0.21 -2.97
C 2.62 2.79 -2.67
H -3.19 2.54 -2.21
H -4.05 1.04 -2.68
H -3.42 2.14 -3.94
H -1.45 -1.30 -4.12
H -2.69 -1.38 -2.82
H -0.96 -1.49 -2.41
H 2.68 3.20 -3.69
H 3.62 2.48 -2.33
H 2.24 3.57 -1.98
H -0.21 2.51 -3.99
H 0.05 0.77 -4.41
H 3.30 -0.24 -2.37
H 2.63 -0.28 -4.03
H 1.75 -1.08 -2.68
C -0.94 5.45 1.30
C -1.02 4.29 2.07
C -0.83 3.02 1.47
C -0.58 2.90 0.10
C -0.51 4.08 -0.66
C -0.68 5.34 -0.06
H -1.07 6.43 1.76
H -1.22 4.36 3.15
H -0.91 2.13 2.11
H -0.33 4.03 -1.74
H -0.61 6.25 -0.69
```

Results
* HOMO energy (alpha / beta): -11.93 / -12.39 eV
* Kohn-Sham gap (alpha / beta): 3.93 / 6.03 eV
* electronic energy: -55207.7566 eV
* charge: +2



(6)
Density functional theory data (ωB97M-V/def2-TZVPD) for a 2-piece molecular cluster, CH6N2O2 overall at a distorted geometry.

The geometry in XYZ format:
```
11
CH6N2O2 ωB97M-V/def2-TZVPD
N -1.18 -0.31 0.61
C -0.23 0.47 1.23
N 1.09 0.10 1.02
O -0.55 1.42 1.90
H -1.03 -1.16 0.10
H -2.12 -0.14 0.91
H 1.27 -0.73 0.47
H 1.68 0.90 0.88
O 0.55 -0.01 -2.65
H 0.23 -0.92 -2.66
H 0.30 0.39 -1.81
```

Results
* HOMO energy: -10.47 eV
* structure (SMILES): NC(N)=O.O
* Kohn-Sham gap: 10.82 eV
* electronic energy: -8210.2800 eV



(7)
Density functional theory data (ωB97M-V/def2-TZVPD) for a 2-piece molecular cluster, C5H6I2N2 overall at a distorted geometry.

The geometry in XYZ format:
```
15
C5H6I2N2 ωB97M-V/def2-TZVPD
C 0.11 0.28 1.60
C 0.15 -0.65 0.72
I 1.58 -2.12 0.70
N -0.77 -0.63 -0.27
C -1.60 -1.73 -0.69
C -2.55 -1.08 -1.55
N -2.41 0.25 -1.48
C -1.35 0.49 -0.78
H 0.84 0.38 2.33
H -0.71 1.05 1.61
H -1.32 -2.75 -0.41
H -3.28 -1.70 -2.06
H -0.78 1.47 -0.49
I 3.50 1.45 -0.01
H 4.74 1.70 -1.00
```

Results
* HOMO energy: -8.96 eV
* structure (SMILES): C=C(I)n1ccnc1.I
* Kohn-Sham gap: 9.24 eV
* electronic energy: -24461.8332 eV



(8)
Density functional theory data (ωB97M-V/def2-TZVPD) for one molecule with the formula C20H29NO4.

The geometry in XYZ format:
```
54
C20H29NO4 ωB97M-V/def2-TZVPD
C -4.40 -2.18 -2.05
O -5.11 -0.95 -2.02
C -4.87 -0.14 -0.99
O -4.22 -0.45 -0.02
C -5.53 1.20 -1.19
C -4.55 2.15 -1.90
C -3.23 2.26 -1.13
C -2.34 1.07 -1.42
O -2.47 0.42 -2.45
N -1.38 0.77 -0.53
C -1.07 1.45 0.71
C 0.41 1.84 0.72
C 1.37 0.65 0.54
C 1.33 -0.28 1.77
O 1.77 0.33 2.96
C 2.80 1.22 0.38
C 3.86 0.29 -0.24
C 4.22 -0.90 0.61
C 4.80 -0.72 1.86
C 5.13 -1.81 2.65
C 4.90 -3.10 2.18
C 4.35 -3.28 0.93
C 4.01 -2.19 0.15
C 0.92 -0.11 -0.72
C -0.58 -0.43 -0.72
H -4.93 -2.82 -2.75
H -4.38 -2.62 -1.05
H -3.38 -1.99 -2.39
H -6.43 1.08 -1.79
H -5.79 1.61 -0.21
H -5.01 3.13 -2.00
H -4.34 1.75 -2.90
H -2.70 3.17 -1.44
H -3.45 2.33 -0.06
H -1.67 2.35 0.81
H -1.30 0.79 1.55
H 0.64 2.38 1.65
H 0.58 2.54 -0.10
H 0.32 -0.68 1.91
H 2.00 -1.12 1.61
H 1.15 1.01 3.21
H 3.13 1.53 1.37
H 2.74 2.11 -0.26
H 3.54 -0.04 -1.22
H 4.76 0.90 -0.37
H 4.98 0.28 2.23
H 5.57 -1.66 3.62
H 5.16 -3.95 2.79
H 4.18 -4.28 0.56
H 3.58 -2.35 -0.83
H 1.46 -1.05 -0.80
H 1.14 0.50 -1.59
H -0.86 -0.86 -1.68
H -0.82 -1.15 0.07
```

Results
* HOMO energy: -8.91 eV
* structure (SMILES): COC(=O)CCCC(=O)N1CCC(CO)(CCc2ccccc2)CC1
* Kohn-Sham gap: 9.54 eV
* electronic energy: -30891.8735 eV



(9)
Density functional theory data (ωB97M-V/def2-TZVPD) for C30H49Cl3EuN3O4Si as an isolated structure at a distorted geometry.

The geometry in XYZ format:
```
91
C30H49Cl3EuN3O4Si ωB97M-V/def2-TZVPD
C 2.95 -2.27 -3.91
C 2.29 -1.65 -5.11
H 3.05 -3.35 -4.04
H 2.36 -2.07 -3.00
H 3.95 -1.83 -3.77
C 2.29 -2.19 -6.34
C 2.91 -3.50 -6.72
H 1.83 -1.66 -7.17
H 2.75 -4.30 -5.96
H 3.99 -3.41 -6.89
H 2.47 -3.84 -7.67
Eu -0.41 -0.28 2.49
Cl 1.71 -0.03 0.91
C -0.79 2.50 0.80
O -1.45 1.68 1.50
N -1.32 3.39 -0.04
C -2.72 3.38 -0.45
C -0.44 4.34 -0.71
H 0.32 2.52 0.84
H -3.34 2.89 0.29
H -2.84 2.89 -1.43
H -3.04 4.42 -0.59
H 0.51 4.36 -0.16
H -0.89 5.34 -0.72
H -0.24 4.06 -1.76
H -3.90 2.11 6.36
H -1.86 1.93 8.31
C -3.74 1.03 6.32
C -2.00 0.86 8.06
N -2.37 0.68 6.67
H -3.98 0.67 5.31
C -1.49 0.29 5.76
O -1.77 0.16 4.54
H -1.05 0.33 8.26
H -0.47 0.07 6.15
H -4.41 0.57 7.05
H -2.79 0.45 8.70
H 0.56 -5.23 1.98
H -0.23 -3.34 -0.09
C -0.52 -5.30 2.19
C -1.09 -4.01 0.13
N -1.23 -4.19 1.57
H -0.68 -5.24 3.27
C -1.68 -3.16 2.29
O -1.93 -2.02 1.80
H -2.00 -3.55 -0.28
H -1.78 -3.35 3.37
H -0.91 -6.24 1.78
H -0.91 -5.00 -0.31
O 0.43 -0.75 -4.01
C 1.55 -0.36 -4.81
C 0.08 0.12 -6.88
C 1.19 0.43 -6.07
H -0.61 -0.68 -6.57
C -0.09 0.79 -8.11
H 2.20 0.26 -4.18
C 2.11 1.40 -6.50
H -0.95 0.54 -8.73
C 0.82 1.77 -8.52
C 1.93 2.06 -7.72
H 3.00 1.58 -5.88
H 0.68 2.30 -9.46
H 2.65 2.82 -8.02
Si -0.78 0.03 -3.14
Cl 1.06 -2.42 3.41
C -2.37 -0.62 -3.83
C -0.66 1.88 -3.38
C -0.55 -0.47 -1.37
H -2.44 -0.44 -4.91
H -3.24 -0.15 -3.34
H -2.44 -1.71 -3.65
H -0.39 -1.55 -1.27
H -1.41 -0.17 -0.74
H 0.35 0.03 -0.99
H -0.62 2.15 -4.44
H 0.22 2.32 -2.89
H -1.54 2.38 -2.96
Cl 0.15 3.45 6.05
C 1.18 2.16 6.50
C 1.48 1.97 7.85
C 2.30 0.91 8.25
C 2.74 -0.02 7.30
C 2.37 0.10 5.97
C 1.69 1.27 5.49
C 1.51 1.48 4.12
H 1.07 2.67 8.58
H 2.55 0.79 9.30
H 3.37 -0.86 7.61
H 2.59 -0.70 5.25
H 2.22 1.00 3.42
H 0.92 2.32 3.72
```

Results
* HOMO energy (alpha / beta): -2.15 / -2.19 eV
* spin multiplicity: 8
* Kohn-Sham gap (alpha / beta): 4.30 / 4.34 eV
* electronic energy: -109346.0699 eV
* charge: -1



(10)
Density functional theory data (ωB97M-V/def2-TZVPD) for a 6-piece molecular cluster, C2H14O6 overall at a distorted geometry.

The geometry in XYZ format:
```
22
C2H14O6 ωB97M-V/def2-TZVPD
O 0.61 -2.11 1.93
C -0.20 -1.26 2.10
C -1.64 -1.58 2.04
H -0.06 -0.16 2.25
H -2.12 -1.14 1.04
H -2.05 -1.13 2.83
H -1.84 -2.69 2.17
H 1.64 2.43 1.24
H 0.48 1.70 0.76
O 1.28 1.47 1.41
H 0.28 1.43 -3.48
H -0.04 0.28 -2.47
O -0.41 1.05 -2.84
H -0.66 1.76 -1.28
H -0.81 3.18 -0.78
O -0.63 2.34 -0.53
H 0.42 -2.49 -1.69
H -0.05 -1.85 -0.34
O 0.22 -1.72 -1.25
H 2.17 0.70 -0.48
H 1.49 -0.53 -1.29
O 1.91 0.34 -1.33
```

Results
* HOMO energy (alpha / beta): -13.88 / -13.81 eV
* spin multiplicity: 2
* Kohn-Sham gap (alpha / beta): 7.76 / 3.80 eV
* electronic energy: -14574.9864 eV
* charge: +1